1.
15
Properties=species:S:1:pos:R:3 method="wB97M-V/def2-TZVPD" e_above_lowest_kcal_mol=44.8 gap_ev=11.20 smiles="C=C.CCO" homo_energy_ha=-0.3750 total_energy_ha=-233.573524 spin_multiplicity=1 lumo_ev=0.9937
C 0.17 -1.85 2.88
C -0.12 -2.58 1.79
H -0.71 -1.59 3.45
H 1.12 -1.57 3.30
H -1.13 -2.94 1.63
H 0.67 -3.02 1.14
C -0.77 0.84 -1.59
C 0.58 1.52 -1.60
O 0.31 2.96 -1.41
H -1.38 1.38 -2.33
H -0.83 -0.26 -1.54
H -1.41 1.10 -0.73
H 1.20 1.34 -2.47
H 1.19 1.26 -0.74
H 1.10 3.41 -1.77

2.
16
Properties=species:S:1:pos:R:3 method="wB97M-V/def2-TZVPD" e_above_lowest_kcal_mol=56.4 gap_ev=9.40 smiles="C/C=C(/C)O.O" homo_energy_ha=-0.3216 total_energy_ha=-308.808248 spin_multiplicity=1 lumo_ev=0.6520
C 0.20 1.88 -0.35
C 0.61 0.56 0.19
C 0.52 -0.69 -0.20
C 0.60 -1.88 0.69
O -0.04 -0.95 -1.44
H 0.29 2.62 0.49
H -0.83 1.88 -0.74
H 0.96 2.07 -1.20
H 1.09 0.71 1.20
H 1.13 -2.66 0.22
H -0.38 -2.18 0.97
H 1.10 -1.73 1.61
H 0.47 -1.61 -1.91
O -2.09 1.00 0.07
H -1.86 0.75 0.99
H -1.77 0.25 -0.62

3.
34
Properties=species:S:1:pos:R:3 method="wB97M-V/def2-TZVPD" e_above_lowest_kcal_mol=13.1 gap_ev="4.85 / 4.70" homo_energy_ha="0.0048 / 0.0051" total_energy_ha=-3718.690067 charge=-2 spin_multiplicity=3 lumo_ev="4.9785 / 4.8374"
C -1.94 -0.90 -0.93
C -1.49 -1.45 0.35
C -1.63 -0.42 1.31
H -1.21 -2.48 0.52
C -1.93 0.79 0.66
C -2.11 0.53 -0.74
H -2.33 1.25 -1.53
H -2.10 -1.43 -1.87
H -1.59 -0.57 2.37
H -1.97 1.77 1.11
Pd 0.05 -0.28 -0.74
Br 0.86 -2.52 -1.50
C 2.16 0.61 -3.91
C 1.09 1.40 -4.43
C 0.08 0.51 -4.92
H 1.06 2.49 -4.47
C 0.52 -0.82 -4.70
C 1.81 -0.77 -4.08
H 2.41 -1.62 -3.78
H 3.09 0.98 -3.49
H -0.85 0.81 -5.41
H -0.03 -1.73 -4.96
S 1.53 0.83 0.93
C 0.98 0.55 2.51
C 1.25 -0.69 3.16
C 0.84 -0.87 4.47
C 0.07 0.11 5.13
C -0.26 1.30 4.46
C 0.16 1.52 3.16
H 1.72 -1.51 2.62
H 1.10 -1.80 4.99
H -0.27 -0.05 6.15
H -0.87 2.07 4.95
H -0.21 2.39 2.61

4.
7
Properties=species:S:1:pos:R:3 method="wB97M-V/def2-TZVPD" e_above_lowest_kcal_mol=71.3 gap_ev=10.71 smiles="O=CNO" homo_energy_ha=-0.3620 total_energy_ha=-245.065502 spin_multiplicity=1 lumo_ev=0.8599
O -1.74 -0.83 0.03
C -0.94 0.07 0.12
N 0.55 0.02 0.31
O 1.18 -1.22 -0.05
H -1.07 1.20 0.10
H 1.02 0.81 -0.19
H 0.75 -1.83 0.56

5.
97
Properties=species:S:1:pos:R:3 method="wB97M-V/def2-TZVPD" e_above_lowest_kcal_mol=35.7 gap_ev=6.89 homo_energy_ha=-0.1691 total_energy_ha=-2577.878705 charge=-1 spin_multiplicity=1 lumo_ev=2.2871
K 0.36 -0.04 -0.24
O 1.63 1.08 1.04
C 0.84 1.35 2.09
C -0.18 2.54 1.82
C -1.45 2.33 1.04
C -2.59 3.03 1.43
C -3.75 2.89 0.69
C -3.75 2.04 -0.40
C -2.58 1.35 -0.72
C -2.57 0.42 -1.90
C -2.09 -1.09 -1.67
O -0.76 -1.20 -1.59
C -2.81 -1.76 -0.47
C -2.23 -2.92 0.02
C -2.85 -3.69 0.99
C -4.08 -3.30 1.50
C -4.66 -2.13 1.05
C -4.03 -1.37 0.06
C -2.65 -1.84 -2.93
C -1.73 -2.29 -3.87
C -2.15 -2.94 -5.03
C -3.50 -3.15 -5.26
C -4.43 -2.71 -4.32
C -4.01 -2.07 -3.17
N -1.46 1.53 -0.02
C 1.66 1.87 3.31
C 1.17 1.88 4.62
C 1.94 2.37 5.66
C 3.22 2.86 5.42
C 3.71 2.86 4.12
C 2.94 2.36 3.08
C 0.12 0.07 2.59
C -1.23 -0.06 2.90
C -1.75 -1.27 3.35
C -0.92 -2.37 3.51
C 0.43 -2.25 3.22
C 0.94 -1.04 2.77
H 0.43 3.27 1.28
H -0.45 3.00 2.78
H -2.56 3.68 2.30
H -4.64 3.44 0.96
H -4.65 1.91 -0.99
H -1.86 0.79 -2.64
H -3.56 0.43 -2.36
H -1.27 -3.22 -0.39
H -2.38 -4.61 1.34
H -4.57 -3.90 2.26
H -5.61 -1.80 1.45
H -4.53 -0.48 -0.30
H -0.69 -2.13 -3.65
H -1.42 -3.28 -5.75
H -3.83 -3.65 -6.16
H -5.49 -2.88 -4.48
H -4.74 -1.75 -2.44
H 0.18 1.49 4.82
H 1.55 2.36 6.67
H 3.83 3.23 6.23
H 4.71 3.24 3.92
H 3.31 2.33 2.06
H -1.90 0.78 2.80
H -2.81 -1.35 3.56
H -1.33 -3.31 3.85
H 1.09 -3.10 3.37
H 1.99 -0.93 2.55
N 4.36 0.84 -0.89
C 5.26 -0.26 -0.52
C 4.61 -1.61 -0.82
C 3.44 -1.88 0.12
C 2.63 -3.12 -0.25
N 2.01 -2.97 -1.57
H 4.78 1.73 -0.70
H 3.51 0.80 -0.33
H 5.55 -0.23 0.54
H 6.17 -0.16 -1.12
H 5.37 -2.40 -0.71
H 4.24 -1.61 -1.84
H 2.78 -1.01 0.10
H 3.81 -1.99 1.15
H 1.90 -3.30 0.55
H 3.29 -3.99 -0.28
H 1.35 -2.20 -1.54
H 1.47 -3.79 -1.79
N 1.17 0.87 -2.69
C 0.66 1.96 -3.51
C 1.44 3.26 -3.29
C 1.28 3.86 -1.88
N 2.48 3.63 -1.07
H 2.06 0.54 -3.04
H 0.52 0.08 -2.64
H -0.38 2.13 -3.26
H 0.70 1.73 -4.59
H 1.11 3.99 -4.04
H 2.50 3.07 -3.44
H 0.37 3.45 -1.42
H 1.14 4.94 -1.96
H 2.49 2.65 -0.80
H 2.39 4.12 -0.19

6.
95
Properties=species:S:1:pos:R:3 method="wB97M-V/def2-TZVPD" e_above_lowest_kcal_mol=0.0 gap_ev=7.85 homo_energy_ha=-0.4128 total_energy_ha=-4091.347810 charge=+1 spin_multiplicity=1 lumo_ev=-3.3869
C -7.92 0.54 -0.12
C -6.80 1.18 0.65
C -6.87 2.52 1.01
C -5.85 3.12 1.72
C -4.72 2.39 2.08
C -4.62 1.06 1.72
C -3.38 0.27 2.08
C -2.76 -0.39 0.84
O -3.10 -1.80 1.00
C -2.76 -2.60 -0.08
I -3.55 -4.57 0.22
C -1.28 -2.60 -0.47
C -1.00 -3.29 -1.84
C -2.12 -3.69 -2.84
N -1.75 -3.47 -4.24
P -0.29 -3.71 0.80
S -0.87 -4.09 2.61
N -0.78 -1.10 -0.54
C 0.73 -1.02 -0.70
C 1.33 -0.05 -1.73
C 1.86 -0.74 -3.00
C 2.15 0.31 -4.09
S 1.94 -0.31 -5.74
O 1.64 0.77 -6.63
O 3.01 -1.20 -6.03
O 0.57 -1.15 -5.56
P -1.61 -0.41 -2.11
S -2.22 1.40 -2.28
C -1.24 -0.28 0.70
C -0.65 1.16 0.55
N -1.49 2.23 1.05
C -0.65 -0.84 2.03
O -0.40 0.26 2.91
N -0.36 -0.25 4.28
O -0.70 0.57 5.01
C -5.67 0.46 1.01
H -7.56 -0.34 -0.67
H -8.73 0.23 0.53
H -8.30 1.23 -0.87
H -7.75 3.08 0.74
H -5.93 4.16 2.00
H -3.91 2.85 2.63
H -2.70 0.94 2.59
H -3.67 -0.52 2.78
H -3.32 -0.05 -0.03
H -3.38 -2.30 -0.93
H -0.24 -2.74 -2.39
H -0.47 -4.23 -1.65
H -3.07 -3.18 -2.68
H -2.32 -4.75 -2.77
H -1.05 -4.15 -4.52
H -1.31 -2.56 -4.38
H 0.99 -3.15 0.79
H -0.14 -4.89 0.08
H 1.17 -0.83 0.27
H 1.11 -2.01 -0.97
H 0.72 0.80 -2.02
H 2.21 0.39 -1.24
H 2.80 -1.24 -2.77
H 1.13 -1.43 -3.40
H 1.47 1.17 -4.04
H 3.19 0.64 -4.08
H 0.06 -1.01 -6.37
H -2.67 -1.29 -2.29
H -0.68 -0.79 -3.07
H -0.45 1.35 -0.50
H 0.35 1.21 0.98
H -0.97 3.09 1.08
H -2.31 2.35 0.47
H 0.28 -1.39 1.90
H -1.35 -1.51 2.52
H -5.60 -0.58 0.74
C 8.57 1.92 1.91
O 7.21 2.31 1.89
C 6.70 2.47 0.58
C 5.21 2.28 0.57
O 4.78 0.93 0.65
C 4.89 0.29 1.92
C 3.87 0.73 2.94
O 4.19 1.98 3.48
C 3.06 2.67 3.98
H 9.21 2.69 1.47
H 8.85 1.77 2.95
H 8.71 0.98 1.37
H 7.17 1.74 -0.10
H 6.93 3.48 0.22
H 4.84 2.63 -0.41
H 4.73 2.90 1.34
H 5.90 0.38 2.32
H 4.71 -0.77 1.71
H 3.83 -0.02 3.74
H 2.87 0.77 2.46
H 2.31 2.82 3.19
H 3.40 3.65 4.33
H 2.60 2.14 4.81

7.
15
Properties=species:S:1:pos:R:3 method="wB97M-V/def2-TZVPD" e_above_lowest_kcal_mol=100.1 gap_ev=9.80 smiles=C1CO[C@@H]2C[C@@H]2O1 homo_energy_ha=-0.3260 total_energy_ha=-345.645393 spin_multiplicity=1 lumo_ev=0.9308
C 1.51 -0.38 -0.09
C 0.92 0.84 -0.66
O -0.29 0.65 -1.39
C -1.27 0.02 -0.57
C -1.35 0.19 0.94
C -0.80 -1.08 0.34
O 0.59 -1.35 0.40
H 2.22 -0.96 -0.67
H 2.38 0.38 0.39
H 0.73 1.62 0.08
H 1.96 1.20 -1.00
H -2.22 -0.08 -1.10
H -0.66 0.84 1.46
H -2.34 0.14 1.41
H -1.37 -2.00 0.44

8.
77
Properties=species:S:1:pos:R:3 method="wB97M-V/def2-TZVPD" gap_ev=6.67 smiles=CCOc1ccc(-c2ccccn2)c2nsnc12.COCCNCCOC.COCCNCCOC homo_energy_ha=-0.2992 total_energy_ha=-2024.911651 spin_multiplicity=1 lumo_ev=-1.4713
C -3.18 1.97 -2.96
C -4.16 0.87 -2.31
O -3.65 0.32 -1.04
C -2.69 -0.68 -1.47
C -1.18 -0.28 -1.36
C 0.02 -1.21 -1.80
C -0.34 -2.60 -2.39
C 0.82 -3.61 -2.89
C 2.26 -3.27 -2.41
C 3.40 -4.28 -2.85
C 2.96 -5.50 -3.76
C 1.45 -5.58 -4.12
N 0.40 -4.70 -3.71
C -1.87 -3.02 -2.47
N -2.45 -4.26 -2.93
S -4.18 -4.19 -2.84
N -4.45 -2.61 -2.17
C -3.09 -2.11 -2.02
H -3.18 2.95 -2.35
H -3.58 2.19 -4.03
H -2.10 1.61 -3.11
H -5.18 1.40 -2.15
H -4.35 0.05 -3.10
H -0.91 0.76 -0.94
H 1.07 -0.80 -1.67
H 2.54 -2.36 -1.76
H 4.50 -4.19 -2.56
H 3.77 -6.25 -4.09
H 1.14 -6.46 -4.80
C -2.20 4.00 3.00
O -2.73 3.84 1.69
C -3.24 2.52 1.46
C -4.75 2.59 1.22
N -5.46 2.94 2.45
C -6.88 3.24 2.23
C -7.22 4.50 1.42
O -6.85 5.71 2.08
C -5.53 6.15 1.81
H -1.77 5.00 3.07
H -2.98 3.91 3.75
H -1.40 3.27 3.19
H -3.00 1.84 2.28
H -2.75 2.14 0.56
H -5.10 1.62 0.86
H -4.93 3.33 0.43
H -5.02 3.76 2.86
H -7.33 3.35 3.23
H -7.36 2.37 1.76
H -8.31 4.54 1.32
H -6.82 4.47 0.40
H -5.20 5.89 0.80
H -4.84 5.76 2.55
H -5.51 7.24 1.90
C 4.95 0.18 -0.81
O 5.44 -1.15 -0.82
C 6.87 -1.22 -0.74
C 7.28 -1.91 0.56
N 6.99 -1.06 1.72
C 7.17 -1.75 3.00
C 6.19 -2.89 3.32
O 4.84 -2.45 3.50
C 4.07 -2.41 2.31
H 3.87 0.15 -0.94
H 5.17 0.67 0.15
H 5.38 0.76 -1.63
H 7.33 -0.23 -0.83
H 7.20 -1.82 -1.59
H 8.36 -2.12 0.52
H 6.74 -2.86 0.62
H 6.04 -0.74 1.65
H 7.06 -0.99 3.78
H 8.19 -2.13 3.07
H 6.49 -3.32 4.28
H 6.24 -3.71 2.59
H 4.36 -3.18 1.59
H 4.14 -1.42 1.85
H 3.02 -2.57 2.58

The maximum force results, record by record, are as follows: 0.037 0.074 0.037 0.046 0.069 0.029 0.064 0.112 Eh/bohr.